[1]
120
Properties=species:S:1:pos:R:3 method="wB97M-V/def2-TZVPD" energy_ev=-79428.3904 lumo_ha=-0.0202 gap_ev=6.56 charge=0
Cd -0.544 -2.905 -0.507
S -1.987 -5.156 -1.088
O 1.484 -3.252 -0.490
O -2.402 -1.987 -0.134
O -0.009 -0.787 0.650
O -0.187 -3.033 -2.964
N -4.068 -4.083 0.110
N -2.408 -4.836 1.554
C -1.333 0.194 6.893
C 0.113 -1.688 -3.174
C -0.129 -0.834 2.029
C -2.373 -1.111 -2.942
C -4.806 -3.575 1.107
C -2.920 4.366 -0.712
C 3.066 -1.802 -1.494
C -2.659 -0.203 2.030
C -3.134 -4.363 2.542
C 5.775 1.208 1.391
C -3.285 1.027 -2.001
C -4.197 3.661 -2.721
C 2.066 2.952 -2.967
C -1.255 -0.303 4.063
C 0.727 0.975 -3.713
C 0.935 -1.385 2.757
C -2.863 -4.700 0.288
C -0.128 3.334 -4.062
C 1.453 -1.303 -3.253
C 5.084 1.989 -0.863
C -3.237 1.513 0.312
C -0.101 -0.525 6.339
C 4.064 -0.849 -1.353
C -0.352 -3.769 -4.171
C -0.018 -1.913 6.987
C -2.672 -0.719 -0.441
C -4.370 -3.717 2.386
C 3.710 -0.759 0.988
C 0.911 -1.265 4.138
C 2.724 -1.735 0.889
C -0.584 0.558 -3.552
C -0.156 -0.677 4.819
C 5.509 0.761 -0.045
C 0.408 0.468 0.088
C 2.606 -2.217 -2.876
C 1.141 0.289 6.725
C -5.297 3.622 -0.496
C 1.729 0.023 -3.541
C 6.815 0.200 -0.623
C 4.412 -0.299 -0.120
C -3.498 1.951 -0.987
C 1.779 2.469 -5.409
C -0.921 -0.764 -3.260
C 2.396 -2.288 -0.357
C -2.834 0.220 0.597
C 1.098 2.422 -4.035
C 2.014 -2.241 2.118
C -3.974 3.380 -1.235
C -2.830 -0.272 -1.763
C -1.287 -0.402 2.667
H 2.771 0.321 -3.588
H 4.137 2.390 -0.494
H 1.227 0.350 7.813
H -3.223 5.396 -0.916
H -2.710 -4.481 3.534
H -3.174 -1.162 2.156
H 1.749 -1.672 4.694
H -0.048 -1.826 8.076
H -3.192 0.515 2.659
H 1.075 1.304 6.328
H 0.739 1.135 0.884
H 1.559 -3.197 1.849
H -4.930 -3.332 3.223
H 1.119 2.069 -6.181
H -5.713 -3.059 0.826
H -4.945 2.991 -3.151
H 6.700 -0.092 -1.667
H 6.060 0.368 2.027
H 3.422 -2.066 -3.585
H 6.595 1.930 1.401
H -5.637 4.650 -0.649
H -0.430 0.913 -0.453
H -1.384 1.280 -3.609
H -6.072 2.946 -0.864
H 1.240 0.268 -0.591
H 5.840 2.776 -0.798
H 1.607 2.912 -1.976
H -0.653 3.331 -3.104
H -5.191 3.458 0.577
H -3.356 2.201 1.145
H 0.188 4.359 -4.268
H 2.031 3.499 -5.672
H 4.564 -0.502 -2.253
H 4.952 1.737 -1.917
H 4.900 1.692 1.833
H 7.136 -0.680 -0.063
H 2.055 -0.163 6.339
H 7.608 0.951 -0.569
H -2.144 0.074 4.552
H -2.244 -0.390 6.746
H -2.777 4.265 0.365
H -4.303 -3.879 -0.853
H 2.746 -2.463 2.897
H -2.997 -0.885 -3.810
H 2.991 2.376 -2.930
H 3.923 -0.360 1.975
H -1.210 0.349 7.967
H -4.553 4.685 -2.850
H -0.834 3.042 -4.842
H -1.168 -3.350 -4.766
H -3.456 1.314 -3.031
H 0.573 -3.745 -4.751
H 2.328 3.991 -3.180
H 2.699 1.882 -5.415
H -1.471 1.171 6.427
H -3.272 3.557 -3.295
H 0.907 -2.426 6.717
H -1.955 4.190 -1.195
H -0.855 -2.539 6.669
H -0.587 -4.793 -3.892
H 2.312 -3.264 -2.889
H -2.471 -2.176 -2.733


[2]
125
Properties=species:S:1:pos:R:3 method="wB97M-V/def2-TZVPD" energy_ev=-83491.2151 lumo_ha=0.0754 gap_ev=5.06 charge=-1
Cl 4.980 2.155 -4.603
O -3.875 2.754 -3.968
O -0.714 1.792 3.844
O -0.256 -0.141 2.834
O -0.341 0.399 8.836
O 0.393 -1.788 8.868
N -1.169 2.886 -0.280
N -0.520 0.833 0.265
N 1.691 -0.774 0.956
N -0.677 -1.976 0.830
N -1.790 1.972 -1.066
C -2.827 2.374 -1.994
C -2.220 1.239 -5.712
C 2.558 3.190 -5.207
C 0.473 -2.778 0.872
C -3.156 -4.524 -0.197
C -1.123 -4.078 -1.476
C 4.436 1.709 0.889
C 3.562 -0.454 -0.617
C 0.868 3.723 -3.558
C 0.179 -1.435 5.208
C -3.393 -1.076 3.514
C 0.216 -1.382 7.564
C -0.217 -0.066 7.541
C -0.428 0.597 3.860
C -3.077 -2.188 1.273
C 2.569 3.022 2.737
C -4.191 -3.009 1.291
C 2.860 -0.932 -2.994
C 1.308 3.692 -4.879
C -2.074 1.146 -4.184
C 1.735 3.277 -2.566
C 2.824 -0.089 0.547
C -0.428 -2.896 -2.155
C -4.317 -0.003 1.434
C -2.530 2.496 -3.518
C 0.035 -0.678 9.676
C 4.730 0.227 -0.945
C 3.399 2.749 -4.196
C 5.190 1.295 -0.198
C -3.004 0.015 -3.713
C 2.550 1.507 2.512
C 3.002 2.798 -2.871
C -1.429 0.744 -0.677
C -1.879 -2.607 0.608
C -0.141 -5.243 -1.231
C 3.078 -1.516 -1.594
C 4.035 -2.710 -1.663
C -4.226 -4.223 0.621
C -0.238 -0.112 5.183
C 3.274 1.055 1.265
C 3.114 0.780 3.736
C -0.407 2.163 0.501
C 1.670 -2.169 0.917
C -2.017 -3.726 -0.276
C -3.188 -0.866 2.012
C -0.477 4.296 -3.187
C -0.451 0.600 6.368
C 0.416 -2.100 6.411
C -1.735 3.782 -3.915
C -0.623 0.754 -3.891
Be 0.054 -0.512 1.341
H -3.838 2.979 -4.903
H -1.782 -0.184 -1.096
H 2.114 -1.874 -1.248
H -3.268 1.298 -6.017
H -0.776 1.630 6.331
H 2.141 -0.112 -2.955
H -0.550 -5.937 -0.495
H -1.151 -2.104 -2.374
H -0.805 -0.951 10.326
H 2.597 -2.731 0.988
H 2.461 -1.699 -3.665
H -2.888 -0.853 -4.365
H -3.649 1.665 -1.903
H 2.370 3.563 1.807
H -2.479 4.572 -3.786
H 0.824 -4.886 -0.872
H -2.263 -0.320 1.887
H 5.289 -0.081 -1.823
H -1.834 -4.449 -2.220
H 4.779 2.555 1.475
H 0.245 2.585 1.248
H 1.799 3.286 3.464
H 3.531 3.366 3.125
H 0.357 -2.477 -1.533
H -4.302 0.993 1.887
H -3.217 -5.396 -0.843
H -5.294 -0.450 1.624
H 3.789 -0.556 -3.427
H 0.749 -3.128 6.444
H -5.058 -2.703 1.867
H 0.034 -5.795 -2.158
H -4.047 0.332 -3.749
H -0.459 -0.276 -4.217
H 2.578 1.075 4.642
H 0.323 -1.938 4.260
H 0.016 -3.225 -3.099
H -0.611 4.222 -2.117
H 0.889 -0.383 10.295
H -0.428 5.367 -3.410
H 0.366 -3.851 0.956
H -4.209 0.108 0.351
H 0.073 1.387 -4.434
H -2.575 -1.670 3.923
H -1.803 0.336 -6.160
H 0.671 4.068 -5.672
H 1.425 3.303 -1.528
H 6.109 1.803 -0.464
H -4.331 -1.597 3.716
H 4.175 1.013 3.861
H 4.190 -3.137 -0.671
H -2.773 -0.311 -2.699
H -1.528 3.731 -4.987
H -1.677 2.086 -6.133
H 2.884 3.143 -6.238
H 3.668 2.468 -2.083
H -3.407 -0.115 4.036
H 1.514 1.206 2.417
H 5.008 -2.403 -2.054
H 3.634 -3.491 -2.315
H -5.089 -4.876 0.683
H -0.374 0.808 -2.835
H 3.005 -0.299 3.614
H -3.194 3.343 -1.663


[3]
134
Properties=species:S:1:pos:R:3 method="wB97M-V/def2-TZVPD" energy_ev=-171222.6159 lumo_ha=-0.1515 gap_ev=6.87 charge=+1
W -0.623 -1.255 -0.342
As 1.538 -1.332 -1.789
S -1.965 -3.275 0.418
Si 3.161 0.444 -1.435
Si 1.406 -1.416 -4.218
Si 1.975 -3.709 -1.092
O -2.257 -4.610 0.764
O -1.002 0.112 0.746
O -3.863 2.284 0.597
O -0.797 -2.623 1.220
O -1.561 -0.413 -1.727
O 2.342 -1.936 1.086
O -3.108 2.877 -1.471
O 1.103 -0.412 2.220
O -2.998 -2.257 0.406
O -1.265 -3.089 -0.988
C 4.035 -0.446 6.265
C -4.016 -0.058 2.542
C -1.334 4.223 3.163
C 2.224 1.972 -1.968
C 4.036 -2.302 2.877
C -5.679 0.755 -3.948
C -0.133 -2.175 -4.942
C -1.721 0.763 -4.716
C -0.059 2.603 1.315
C -4.413 1.128 -3.532
C 2.866 -2.523 -4.604
C -3.011 1.247 0.185
C -1.554 1.355 -3.462
C -2.020 0.971 1.336
C 1.731 0.303 -4.836
C -1.834 -0.206 3.535
C -2.656 0.215 2.492
C 4.381 -1.869 4.160
C 2.912 -1.738 2.331
C -0.414 3.189 -4.549
C -0.605 2.600 -5.786
C -1.305 2.230 1.807
C 0.544 3.780 1.740
C 1.151 -4.620 -2.506
C -0.891 2.577 -3.395
C 3.642 -0.915 4.863
C 5.270 -1.175 6.795
C -4.043 3.238 -0.447
C -3.721 -1.196 4.642
C -3.688 4.610 0.079
C 3.813 0.710 0.275
C -1.258 1.376 -5.867
C -3.662 0.290 -2.704
C -0.094 4.595 2.662
C -4.201 -0.930 -2.321
C 2.165 -0.797 3.010
C 4.341 1.058 6.221
C 2.500 -0.361 4.266
C -5.476 -1.300 -2.735
C -5.459 3.146 -0.972
C -4.545 -0.759 3.619
C 2.871 -0.702 7.232
C 3.845 -3.708 -1.176
C 1.400 -4.568 0.448
C -2.361 -0.916 4.599
C -6.219 -0.460 -3.547
C -2.342 1.761 -1.090
C -1.935 3.048 2.741
C 4.585 0.028 -2.559
C -2.271 0.740 -2.261
B 1.184 -1.163 1.058
H -2.899 2.760 3.138
H 4.203 -3.862 -2.195
H -0.099 -3.262 -4.927
H 4.260 -2.774 -0.793
H 0.352 -4.850 0.409
H -5.878 -2.255 -2.423
H -4.344 4.871 0.910
H -7.208 -0.752 -3.874
H -2.655 4.617 0.426
H -6.153 3.467 -0.195
H -4.137 -1.749 5.474
H 5.259 -2.303 4.615
H -1.711 -1.250 5.398
H -1.319 2.079 -0.865
H 0.079 4.150 -4.476
H 1.979 -0.140 6.953
H 1.145 1.814 -2.011
H 0.461 1.965 0.613
H 5.495 -0.816 7.800
H 0.408 -5.306 -2.097
H -5.580 3.792 -1.842
H 5.165 1.267 5.535
H 3.711 -2.372 -3.932
H -2.297 -0.150 -4.794
H 1.185 1.060 -4.275
H 4.285 -0.148 -3.590
H -4.682 0.278 1.760
H -0.777 3.101 -2.457
H 0.627 -3.965 -3.192
H 5.108 -2.253 6.857
H 2.612 -1.762 7.256
H 3.046 0.998 0.996
H -3.569 0.328 -0.018
H -6.248 1.418 -4.587
H -1.837 4.850 3.888
H 3.152 -0.396 8.241
H 4.625 1.412 7.214
H -5.607 -0.965 3.650
H -4.005 2.078 -3.848
H 4.624 -3.040 2.349
H 1.896 0.384 4.768
H 4.239 -4.520 -0.560
H 0.376 5.511 2.995
H -0.150 -1.861 -5.991
H 1.518 4.055 1.354
H -0.778 0.020 3.502
H -5.693 2.122 -1.254
H 2.585 -3.576 -4.571
H 3.219 -2.310 -5.618
H 1.404 0.373 -5.875
H 2.415 2.776 -1.253
H 4.399 -0.113 0.678
H 5.139 -0.845 -2.209
H 1.874 -5.206 -3.077
H 3.475 1.636 5.895
H 2.795 0.539 -4.810
H 1.626 -4.104 1.404
H -1.427 0.910 -6.829
H -3.808 5.351 -0.712
H 2.543 2.313 -2.954
H 5.272 0.879 -2.553
H -3.637 -1.606 -1.702
H -0.261 3.097 -6.684
H 4.485 1.569 0.157
H 6.149 -0.989 6.175
H 1.972 -5.504 0.390
H -1.064 -1.849 -4.486